18
Properties=species:S:1:pos:R:3:forces:R:3:mulliken_charge:R:1 method="wB97M-V/def2-TZVPD" total_energy_ev=-16484.548 fmax_ha_per_bohr=0.0615 homo_lumo_gap_ev=8.14 e_lumo_ev=0.21
C 3.2373 -0.2679 -0.4352 -0.0304 0.3706 0.3062 -0.404
C 2.6447 0.7555 0.2367 0.4817 0.0774 -0.0738 -0.383
C 1.1746 -0.7689 -0.3033 0.4054 0.0557 0.0192 0.311
C -2.9258 0.5324 -0.1949 -0.4323 0.2876 0.0551 -0.459
C -3.3664 -0.7023 0.1355 0.1416 0.3997 -0.2004 -0.369
C -1.2588 -0.9684 -0.2509 0.5577 1.5488 -0.3718 0.459
N 2.3138 -1.2143 -0.7652 -0.6307 -0.4235 -0.2120 -0.674
N -1.5835 0.3935 -0.4626 -0.0971 1.1364 -0.2050 0.276
N -2.3308 -1.5978 0.0979 0.4419 -0.4212 0.0740 -0.634
N 1.3138 0.4242 0.3300 -0.2043 -0.1916 0.0449 0.016
N -0.0104 -1.4700 -0.4105 0.2490 -0.2960 -0.1167 -0.059
F -0.8972 1.6316 -0.8761 -0.8449 -2.9531 0.7488 -0.224
H 4.2651 -0.3905 -0.7060 0.2547 0.0587 -0.0223 0.411
H 3.0267 1.6724 0.6353 0.0628 0.1564 0.0675 0.400
H -3.4052 1.4853 -0.2595 -0.0730 0.2090 -0.0363 0.423
H -4.3479 -1.0280 0.4103 -0.2369 0.0642 0.0261 0.415
H 0.6090 0.9779 0.7868 -0.0104 -0.1221 -0.1109 0.222
H 0.0756 -2.4620 -0.5612 -0.0350 0.0431 0.0076 0.273



16
Properties=species:S:1:pos:R:3:forces:R:3:mulliken_spin:R:1 method="wB97M-V/def2-TZVPD" total_energy_ev=-14771.878 multiplicity=2 fmax_ha_per_bohr=0.0742 homo_lumo_gap_ev="7.35 / 6.74" e_lumo_ev="-9.42 / -10.24" charge=+2
C -0.8140 1.9108 0.6977 -0.5651 0.7720 0.7953 0.011
C -0.8199 1.3497 -0.5451 0.0005 -0.4428 -0.8588 -0.023
C -1.2369 0.0089 -0.9130 -0.3012 -0.1351 -1.1806 0.034
H -0.5005 2.9511 0.8073 -0.4390 -0.1159 -0.0387 0.002
H -1.3426 1.4392 1.5348 -0.0275 0.2817 -0.2886 0.000
H -0.3725 1.9137 -1.3680 0.0402 -0.0814 0.2415 0.001
H -0.8023 -0.4391 -1.8111 -0.2771 0.2811 0.1216 -0.003
C -2.4876 -0.4503 -0.6192 -0.9847 0.2751 3.0005 0.014
O -3.4696 -0.7062 -0.0749 1.5773 0.1478 -1.8191 0.018
O 2.1370 -0.0877 -0.4833 2.3068 -1.3438 -2.3869 0.209
C 1.6875 -1.2688 -0.2058 -0.7043 -0.8692 -1.1814 0.276
C 0.6343 -1.3148 0.7185 1.0637 -0.8272 0.4154 0.454
Hg 1.1403 0.8161 1.1117 -1.8403 1.5862 2.9451 -0.021
Li 3.0986 0.5032 -1.9721 0.3161 -0.0328 -0.1070 0.000
H 0.2626 -2.3026 0.9998 -0.1911 0.3459 0.0783 0.012
H 2.0322 -2.1082 -0.8267 0.0255 0.1585 0.2633 0.015



13
Properties=species:S:1:pos:R:3:forces:R:3:mulliken_charge:R:1 method="wB97M-V/def2-TZVPD" total_energy_ev=-7793.309 fmax_ha_per_bohr=0.1133 homo_lumo_gap_ev="8.23 / 8.82" e_lumo_ev="-5.99 / -5.75" charge=+1
C -2.1767 -0.2686 0.6062 0.1768 -2.4224 -0.5809 -0.020
C -1.7971 -1.3289 0.0551 -1.2086 1.5083 1.2814 -0.302
C 1.4690 -0.8543 0.8238 0.4097 -0.2222 0.2669 -0.130
C -1.4747 1.0096 0.4341 0.3945 0.1452 -0.2224 -0.450
C -0.5803 -1.0526 -0.6897 0.7609 -2.6703 -5.1209 -0.047
C -0.3209 0.4519 -0.4679 -0.4442 1.1548 -0.3038 -0.259
N 0.4728 -0.5865 0.1059 1.0129 0.0001 0.9694 0.217
H 2.0402 -0.0619 1.2925 -0.0775 0.1629 -0.0748 0.281
H 1.7744 -1.8824 0.9821 -0.1350 -0.0910 -0.0973 0.286
H -2.0643 1.7580 -0.0929 0.0949 0.0213 -0.0262 0.353
H -1.0967 1.4383 1.3620 0.0122 0.0726 -0.0261 0.297
H -0.1683 -1.8744 -2.0237 -1.1467 2.5608 4.0449 0.365
H 0.1921 1.1337 -1.1365 0.1503 -0.2201 -0.1102 0.408



13
Properties=species:S:1:pos:R:3:forces:R:3:mulliken_charge:R:1 method="wB97M-V/def2-TZVPD" total_energy_ev=-7798.512 fmax_ha_per_bohr=0.0867 homo_lumo_gap_ev=8.57 e_lumo_ev=-5.48 charge=+1
C -0.0406 0.8321 0.6563 1.5336 -0.2254 -0.1381 0.211
C 1.1664 1.1396 1.2170 0.6229 0.0008 -0.3593 0.302
C -1.5772 0.2045 -0.8920 2.4021 -0.0073 3.2388 -0.539
C -1.2557 1.1955 0.1447 2.7035 -3.0852 -1.7490 -0.466
C -0.6691 -0.7929 -0.8012 -0.5006 0.1441 -0.3980 -0.387
C 0.4925 -0.5428 0.0860 -3.3158 -0.3674 -1.5423 -0.475
N 2.3161 0.9124 1.2868 0.7708 1.6495 1.7567 -0.212
H -2.5385 0.1272 -1.1990 -2.5612 -0.1742 -1.7029 0.448
H -1.9131 1.9412 0.3493 -1.3535 2.3701 1.0184 0.542
H -0.7960 -1.7522 -1.2203 -0.0620 -0.8658 -0.8217 0.440
H 1.3909 -0.8101 -0.4903 0.2276 1.1542 0.5134 0.453
H 0.3981 -1.2688 0.8750 0.1255 -0.3634 0.6853 0.356
H 3.1477 1.0928 1.8639 -0.5929 -0.2300 -0.5011 0.327



14
Properties=species:S:1:pos:R:3:forces:R:3:mulliken_charge:R:1 method="wB97M-V/def2-TZVPD" total_energy_ev=-9297.553 fmax_ha_per_bohr=0.1368 homo_lumo_gap_ev=9.57 e_lumo_ev=0.24
C -1.8132 1.5203 1.5298 0.4403 0.9183 -4.5695 -0.672
C -1.3803 1.2964 0.2259 0.0494 1.7193 0.1253 -0.201
C -0.3509 0.2899 -0.1986 -2.8083 -0.2172 1.1005 0.475
C 0.9265 -1.3409 0.4966 5.8215 -3.3983 2.0187 -0.064
C 1.5813 -1.5159 -0.7554 -3.2159 1.8586 0.6766 -0.430
C 1.0057 -0.7047 -1.6768 0.4532 1.2621 -2.4328 -0.058
H -2.4512 2.4026 1.7004 0.3055 -0.7403 0.1333 0.246
H -1.4661 0.8971 2.2965 0.2373 -0.7209 1.0438 0.362
H -1.5583 1.9839 -0.6907 -0.3906 -0.9531 1.9720 0.265
H 1.5382 -1.7983 1.3679 -1.5633 0.0120 -1.0941 0.279
H 2.3991 -2.1091 -1.0056 1.1534 -0.9717 0.1556 0.434
H 1.5649 -0.5864 -2.6510 -1.2600 -0.2624 0.7033 0.313
N 0.0739 -0.4833 0.8401 -1.3155 1.9349 -0.6391 -0.404
N -0.0697 0.1484 -1.4791 2.0931 -0.4413 0.8063 -0.545



15
Properties=species:S:1:pos:R:3:forces:R:3:mulliken_charge:R:1 method="wB97M-V/def2-TZVPD" total_energy_ev=-11342.248 fmax_ha_per_bohr=0.1088 homo_lumo_gap_ev=8.75 e_lumo_ev=0.45
C 1.7471 -0.5379 0.0436 2.8073 -0.9853 -1.3887 0.661
C 1.9040 0.8496 -0.0930 1.1831 1.2658 1.3764 -0.941
C 0.7980 1.5538 -0.0206 -2.0935 -3.3608 -0.9780 -0.217
C -1.6954 0.5386 0.1435 3.8977 -1.0472 2.6401 -0.236
C -1.7200 -1.0790 0.1853 -3.0618 -1.0488 -1.9878 -0.586
C -0.5452 -1.6508 -0.1669 0.6399 3.1931 1.1808 -0.115
H 2.7636 1.3307 0.0767 3.5361 1.2772 0.2801 0.468
H 0.5878 2.5386 -0.0608 -0.3479 3.1648 0.2434 0.519
H -2.3855 0.8673 -0.6241 0.0847 0.5343 0.1234 0.250
H -1.6145 1.1855 1.2131 -1.5366 -2.1019 -2.7193 0.277
H -2.7671 -1.6848 -0.1220 2.9189 1.8032 1.6058 0.221
H 0.0247 -2.5223 -0.1871 -0.7161 -2.5539 -0.2008 0.480
N -0.2125 0.6764 -0.2252 -1.2411 -2.7454 -1.1572 -0.117
N 0.4673 -0.6937 -0.3352 -4.8279 2.7587 0.6174 0.012
O 2.6476 -1.3720 0.1726 -1.2428 -0.1537 0.3645 -0.676